Entry 1:
ORCA calculation (ωB97M-V/def2-TZVPD) on a 2-piece molecular cluster, C3H8NO overall.

Structure (XYZ):
```
13
Properties=species:S:1:pos:R:3:forces:R:3:nbo_charge:R:1
O 2.025132 0.612996 0.454366 -0.57 0.27 0.64 -0.6051
N -0.164542 -0.929795 0.350358 -2.52 4.16 2.32 -0.6766
C -1.386863 0.647925 -1.225411 -1.36 -0.18 1.15 -0.3649
C -0.397451 -0.148424 -0.812692 -0.54 0.76 -0.51 -0.0909
C 1.183383 0.206047 1.387325 -0.06 -0.86 -1.00 0.2474
H 1.588652 -0.569650 2.045905 -0.08 0.14 -0.45 0.2150
H 0.483332 -1.617967 0.176842 0.97 -2.69 -0.19 0.4224
H 0.453839 0.855981 1.839667 -0.12 0.45 -0.18 0.2037
H 0.471383 -0.137086 -1.410108 0.80 -0.32 -0.85 0.2059
H 1.786086 1.460749 0.015753 -0.07 -0.56 0.44 0.5273
H -1.031917 -1.053846 0.958651 1.85 -0.56 -1.05 0.4440
H -2.386363 0.891686 -0.747119 1.45 -0.73 -0.30 0.2322
H -1.273843 1.110842 -2.192688 0.25 0.12 -0.03 0.2396
```
Forces are in eV/Å.

## Properties
Electronic energy (a.u.): -248.76355
Relative energy (zero: lowest compared OMol25 entry of this formula, charge and spin) (kcal per mole): 45.4
Charge: +1

Entry 2:
ORCA calculation (ωB97M-V/def2-TZVPD) on an isolated ion of composition C3H8NO and charge +1.

Structure (XYZ):
```
13
Properties=species:S:1:pos:R:3:forces:R:3:nbo_charge:R:1
O -2.327008 0.002090 0.116419 -3.27 1.84 -0.23 -0.5405
N -0.102656 -0.127396 -0.070576 8.74 7.24 1.86 -0.0403
C -1.251187 -0.685199 -0.081177 -7.01 -6.03 -0.45 0.1363
C 1.150707 -0.737397 0.024368 1.53 -3.32 -0.86 -0.4880
C -0.013471 1.343755 0.037848 -0.86 -0.79 -4.63 -0.4504
H 0.529239 1.655897 0.844837 1.03 0.59 2.58 0.2547
H 1.771415 -0.332000 -0.831057 -0.60 -0.62 0.21 0.2922
H -3.134071 -0.423736 -0.323420 1.50 0.69 1.05 0.5394
H 1.931993 -0.480417 0.825450 -1.69 0.00 -0.14 0.3107
H 1.039522 -1.911061 -0.059576 0.39 2.51 0.20 0.2694
H -1.429408 -1.675134 -0.313080 0.56 -1.92 -0.79 0.1907
H -0.961956 1.832107 -0.184975 0.09 -0.18 0.68 0.2705
H 0.636372 1.624507 -0.837615 -0.41 -0.02 0.54 0.2554
```
Forces are in eV/Å.

## Properties
Expectation value of S²: 2.007
Electronic energy (a.u.): -248.62567
2S+1: 3
Relative energy (zero: lowest compared OMol25 entry of this formula, charge and spin) (kcal per mole): 14.4
Charge: +1